No. 1
{"formula": "C19H46LiN2O15P", "method": "wB97M-V/def2-TZVPD", "total_charge": 0, "e_homo_ev": -4.2, "molar_mass_g_mol": 580.491, "relative_energy_kcal_mol": 126.3, "orbital_gap_ev": 4.00, "elements": ["C", "N", "C", "C", "C", "C", "O", "H", "H", "H", "H", "H", "H", "H", "H", "H", "H", "H", "H", "H", "H", "C", "N", "C", "C", "C", "C", "O", "H", "H", "H", "H", "H", "H", "H", "H", "H", "H", "H", "H", "H", "H", "Li", "P", "O", "O", "O", "O", "C", "O", "C", "O", "O", "C", "H", "H", "H", "H", "H", "H", "C", "O", "C", "O", "O", "C", "H", "H", "H", "H", "H", "H", "C", "O", "C", "O", "O", "C", "H", "H", "H", "H", "H", "H"], "xyz": [[24.01800, 31.55000, 27.18600], [24.75300, 31.18900, 28.47900], [23.78500, 30.28100, 29.19600], [25.95000, 30.30300, 28.04200], [25.07800, 32.46900, 29.16600], [26.09800, 33.41900, 28.46900], [26.11100, 34.60400, 29.27900], [23.07400, 32.12500, 27.55100], [23.90100, 30.67400, 26.65400], [24.53900, 32.26900, 26.49200], [24.17500, 30.02300, 30.19600], [23.51800, 29.36900, 28.51300], [22.75800, 30.62600, 29.29600], [26.44400, 30.11800, 28.97100], [26.47100, 30.90400, 27.39300], [25.71300, 29.46000, 27.69600], [25.30900, 32.11000, 30.07900], [24.18200, 32.94000, 29.49100], [25.98900, 33.89600, 27.52500], [27.05500, 32.92600, 28.54100], [25.48600, 35.09400, 28.72400], [23.95600, 41.07300, 26.23400], [24.20200, 40.85200, 27.66600], [23.77500, 39.37700, 28.00300], [25.66400, 41.01300, 27.90600], [23.32800, 41.73200, 28.45600], [23.46300, 41.83500, 29.86100], [22.43700, 42.72100, 30.35800], [22.95300, 41.19700, 25.88500], [24.58600, 40.42200, 25.61800], [24.31000, 42.05700, 25.92000], [22.76100, 39.21000, 27.92000], [24.05600, 38.77700, 28.88000], [24.30700, 38.71200, 27.29700], [25.94100, 40.52300, 28.97900], [26.01100, 42.06200, 27.78400], [26.33600, 40.37600, 27.45200], [22.20000, 41.45200, 28.34800], [23.16400, 42.61000, 28.14000], [24.42400, 42.04000, 30.24200], [23.55000, 40.69500, 30.20800], [21.55500, 42.22800, 30.44400], [24.64600, 36.47900, 26.43200], [23.09400, 35.46300, 27.78200], [23.79200, 34.88500, 26.69300], [24.40500, 36.05600, 28.23700], [22.36500, 34.57600, 28.66100], [22.70200, 36.67000, 27.12800], [27.53500, 38.77600, 23.37900], [26.15200, 38.62300, 22.97900], [25.39400, 37.96300, 23.80900], [25.67000, 37.68000, 25.01600], [24.23000, 37.82000, 23.25500], [23.13400, 37.43200, 24.07800], [27.57200, 39.22300, 24.46400], [28.01500, 39.54400, 22.99700], [28.19700, 38.01800, 23.31400], [23.13300, 38.14600, 25.03200], [23.16300, 36.22900, 24.31600], [22.31900, 37.89600, 23.62700], [25.25400, 34.08000, 23.98400], [24.23500, 34.01400, 23.05400], [23.42300, 32.83700, 22.81000], [23.58900, 31.75300, 23.51700], [22.52300, 32.90800, 21.86300], [21.74600, 31.76900, 21.47900], [26.25700, 33.30700, 23.98000], [24.82500, 33.65900, 24.85800], [25.68000, 35.15000, 24.07000], [21.42700, 31.11900, 22.34000], [22.50500, 31.22500, 20.89800], [20.97100, 31.90400, 20.70900], [27.50900, 36.89900, 27.12100], [27.55700, 35.94700, 26.11300], [28.70800, 35.29800, 25.79600], [29.65800, 35.34100, 26.64200], [28.61100, 34.48600, 24.81200], [29.76700, 33.93000, 24.16900], [28.26800, 37.48900, 27.20900], [27.65800, 36.52700, 28.19700], [26.61500, 37.62000, 27.10900], [30.21100, 33.03700, 24.64400], [30.46400, 34.82900, 24.18900], [29.47000, 33.69400, 23.23400]], "forces_ev_per_angstrom": [[-0.86, 3.55, 1.13], [-1.64, -1.53, -3.36], [-0.54, -1.56, -0.61], [0.02, 6.96, 5.29], [-0.30, 0.35, -2.31], [0.49, 0.45, 2.85], [1.93, -2.64, 0.83], [1.41, -1.07, -1.03], [-0.88, -1.92, -1.03], [-0.11, -0.51, 1.34], [-0.06, -0.15, -0.63], [1.37, 1.30, 1.32], [0.36, 1.23, 0.18], [0.98, 0.03, 0.46], [1.60, 1.11, -1.42], [-2.68, -6.43, -3.13], [2.54, -0.70, 3.33], [-1.42, 0.94, -1.09], [-1.10, -1.14, -1.59], [0.70, -0.17, -0.14], [-2.09, 2.72, 0.00], [1.32, 1.19, -1.67], [-0.42, -2.02, 0.58], [2.79, -1.50, -1.15], [0.25, 0.62, 4.74], [-2.90, -4.92, -0.23], [0.06, -3.62, 3.74], [-0.64, -1.96, 0.08], [-1.01, -1.11, 0.48], [-0.62, -0.47, 0.38], [0.53, 0.34, 0.70], [-2.28, 0.16, -0.74], [0.53, 1.29, 0.81], [-0.57, 0.59, -0.26], [-1.14, 1.95, -1.82], [-0.52, -0.71, 0.30], [0.50, -1.51, -2.51], [1.89, -0.79, -0.34], [0.42, 6.99, -3.43], [1.08, 1.76, 0.28], [-1.43, 1.98, 0.18], [2.01, 0.86, -0.17], [-0.65, -0.40, 0.36], [0.80, 0.07, 3.39], [3.45, -9.31, -10.54], [6.33, 3.09, 6.64], [-2.47, -1.99, 2.52], [-6.95, 8.76, -3.27], [-3.51, 1.20, 5.30], [2.75, 0.15, -0.79], [-0.63, -0.37, 4.05], [-0.59, 0.66, -3.39], [0.23, -0.18, -0.76], [1.01, -0.94, 3.80], [-0.37, -1.60, -1.40], [1.28, 3.87, -3.41], [1.20, -3.41, -0.23], [0.47, -2.30, -1.26], [-0.47, 3.33, -0.34], [-1.79, -0.46, -1.43], [3.51, -1.84, 1.76], [-3.29, -1.93, -4.12], [2.85, -3.89, 5.02], [-0.43, 4.87, -3.06], [-0.22, 2.72, -0.02], [1.58, -2.34, -0.05], [-2.50, 1.89, -1.34], [-0.28, 0.82, 1.60], [-1.13, -1.84, -0.16], [0.25, 1.04, -0.78], [-0.36, -0.68, 0.32], [0.07, 1.22, 0.92], [-3.87, -1.39, 3.56], [-0.16, -1.06, -2.49], [2.27, 1.01, 7.09], [-1.94, 0.14, -3.46], [-1.62, -0.87, -1.62], [2.13, 2.55, 3.33], [5.26, 3.75, -1.05], [-1.27, -0.68, -1.51], [0.96, -1.93, -0.40], [-0.40, 0.66, 0.28], [-0.13, -1.68, -0.37], [-0.98, -0.64, -3.05]]}

No. 2
{"formula": "C34H30ClN5O12", "method": "wB97M-V/def2-TZVPD", "smiles": "O=[N+]([O-])c1ccccc1.O=[N+]([O-])c1ccccc1.O=[N+]([O-])c1ccccc1.O=[N+]([O-])c1ccccc1.O=[N+]([O-])c1ccccc1.C=C[C@@H](Cl)OC=O", "total_charge": 0, "e_homo_ev": -9.0, "molar_mass_g_mol": 736.090, "orbital_gap_ev": 7.67, "elements": ["O", "N", "O", "C", "C", "C", "C", "C", "C", "H", "H", "H", "H", "H", "O", "N", "O", "C", "C", "C", "C", "C", "C", "H", "H", "H", "H", "H", "O", "N", "O", "C", "C", "C", "C", "C", "C", "H", "H", "H", "H", "H", "O", "N", "O", "C", "C", "C", "C", "C", "C", "H", "H", "H", "H", "H", "O", "N", "O", "C", "C", "C", "C", "C", "C", "H", "H", "H", "H", "H", "C", "C", "C", "Cl", "O", "C", "O", "H", "H", "H", "H", "H"], "xyz": [[2.37972, -1.50109, 4.88271], [2.00130, -0.92216, 5.91195], [0.85007, -0.50239, 6.09771], [2.98542, -0.71560, 6.98121], [4.30849, -1.14086, 6.79849], [5.24581, -0.91986, 7.80943], [4.86290, -0.28467, 8.99182], [3.54218, 0.12839, 9.17535], [2.59652, -0.08458, 8.17035], [4.62274, -1.63716, 5.88291], [6.27668, -1.24023, 7.67441], [5.59860, -0.10950, 9.77493], [3.25083, 0.62010, 10.10087], [1.57196, 0.24612, 8.32740], [6.27210, 3.46992, -6.08893], [6.35985, 2.49777, -5.32412], [7.31437, 1.70759, -5.30068], [5.25543, 2.26416, -4.38596], [4.13869, 3.11113, -4.40370], [3.08049, 2.86943, -3.52552], [3.14068, 1.79525, -2.63634], [4.25864, 0.95963, -2.61362], [5.32184, 1.18964, -3.48905], [4.07649, 3.95235, -5.09060], [2.20646, 3.51713, -3.53623], [2.31065, 1.60743, -1.95739], [4.29937, 0.12628, -1.91569], [6.18464, 0.52740, -3.46117], [-0.61179, 9.42043, 2.99464], [-1.11071, 8.41369, 2.47000], [-2.19905, 8.39789, 1.87729], [-0.36348, 7.15363, 2.56157], [0.85402, 7.11746, 3.25521], [1.54834, 5.91065, 3.35968], [1.03283, 4.75387, 2.77294], [-0.17469, 4.79503, 2.07379], [-0.87949, 5.99549, 1.96500], [1.26908, 8.01011, 3.71810], [2.49079, 5.87089, 3.90168], [1.57501, 3.81402, 2.86189], [-0.56845, 3.88987, 1.61675], [-1.82076, 6.01036, 1.41953], [-2.90886, -5.21107, -1.73675], [-2.07363, -4.30055, -1.84184], [-1.63130, -3.64112, -0.89025], [-1.57881, -3.97856, -3.18570], [-2.07982, -4.67383, -4.29492], [-1.62320, -4.34651, -5.57310], [-0.67264, -3.33810, -5.73950], [-0.16767, -2.65450, -4.63211], [-0.61879, -2.97103, -3.34916], [-2.82090, -5.46212, -4.18201], [-2.01090, -4.87579, -6.44091], [-0.32381, -3.08258, -6.73861], [0.57515, -1.87186, -4.76970], [-0.21780, -2.42684, -2.49663], [-5.58670, -2.66664, -6.34350], [-5.49895, -3.63880, -5.57870], [-4.54443, -4.42898, -5.55525], [-6.60338, -3.87241, -4.64054], [-7.72011, -3.02544, -4.65828], [-8.77831, -3.26713, -3.78010], [-8.71813, -4.34132, -2.89092], [-7.60017, -5.17694, -2.86820], [-6.53696, -4.94693, -3.74362], [-7.78231, -2.18422, -5.34518], [-9.65234, -2.61944, -3.79080], [-9.54816, -4.52913, -2.21196], [-7.55943, -6.01028, -2.17026], [-5.67417, -5.60916, -3.71574], [-1.17807, -0.89619, 2.52545], [-0.66447, -0.20706, 1.28143], [0.96337, -0.44506, 0.98542], [1.21041, -0.83179, -0.84863], [1.69553, 0.80045, 1.39202], [1.72276, 0.83891, 2.88954], [2.15207, 1.98445, 3.43207], [-1.53893, -0.20199, 3.41269], [-1.12912, -2.06762, 2.56016], [-1.31294, 0.47824, 0.58614], [1.33988, -1.34006, 1.67910], [1.34148, -0.04602, 3.57027]], "forces_ev_per_angstrom": [[-0.61, 0.76, 1.20], [-0.80, -0.05, -0.42], [1.66, -0.65, -0.52], [0.67, 0.13, 0.69], [-0.04, 0.03, 0.01], [-0.39, 0.11, 0.02], [-0.11, -0.02, -0.10], [0.09, -0.19, -0.37], [0.01, 0.00, -0.03], [-0.27, 0.16, 0.16], [-0.25, 0.05, -0.02], [-0.16, -0.04, -0.17], [0.01, -0.11, -0.23], [0.22, -0.15, -0.24], [0.15, -1.44, 1.12], [1.03, 0.26, -0.90], [-1.36, 1.16, -0.05], [-0.77, -0.16, 0.62], [0.04, -0.07, 0.01], [0.36, -0.25, -0.02], [0.05, 0.05, -0.06], [-0.01, 0.31, -0.28], [-0.04, 0.04, -0.03], [0.22, -0.28, 0.09], [0.22, -0.11, -0.03], [0.21, 0.04, -0.13], [0.02, 0.17, -0.15], [-0.14, 0.29, -0.18], [-0.77, -1.44, -0.78], [-0.63, 1.14, -0.07], [1.54, 0.07, 0.84], [0.49, -0.82, 0.08], [-0.04, -0.03, -0.01], [-0.45, 0.10, -0.24], [0.03, 0.03, -0.04], [0.13, 0.48, 0.21], [0.01, 0.00, 0.02], [-0.30, -0.11, -0.19], [-0.21, 0.05, -0.12], [-0.17, 0.35, -0.07], [0.05, 0.20, 0.07], [0.22, 0.23, 0.20], [1.16, 1.30, -0.06], [-0.41, -0.28, 1.09], [-0.65, -0.96, -1.26], [0.28, 0.17, -0.97], [0.17, -0.01, 0.17], [0.29, 0.19, 0.28], [-0.09, -0.11, 0.13], [-0.30, -0.28, 0.14], [0.00, 0.03, -0.04], [0.25, 0.29, 0.17], [0.03, 0.13, 0.27], [-0.07, -0.06, 0.21], [-0.15, -0.15, 0.09], [-0.27, -0.28, -0.10], [0.21, -1.50, 1.15], [0.83, 0.36, -0.90], [-1.54, 1.11, -0.19], [-0.76, -0.17, 0.65], [0.03, -0.05, 0.01], [0.34, -0.23, -0.02], [0.12, 0.01, -0.08], [-0.02, 0.31, -0.27], [-0.02, 0.04, -0.05], [0.21, -0.28, 0.09], [0.22, -0.11, -0.04], [0.18, 0.04, -0.14], [0.06, 0.18, -0.17], [-0.13, 0.29, -0.14], [1.30, 2.08, -2.85], [0.26, -1.86, 2.75], [-2.11, -1.01, 0.63], [0.29, 0.68, 2.08], [-1.35, -2.40, 3.14], [2.02, 6.47, 1.17], [-2.54, -7.71, -3.39], [-0.62, -1.92, -2.30], [1.02, 2.53, 0.71], [1.82, -0.44, 2.02], [-0.78, 1.81, -1.96], [0.79, 1.47, -1.92]]}